[1]
The molecule C5H14N2O3 in a non-equilibrium geometry, computed with ωB97M-V with the def2-TZVPD basis set.

CARTESIAN COORDINATES (ANGSTROEM)
C  0.566  -0.088  0.404
C  -1.038  0.186  0.810
C  0.697  -0.708  -1.013
C  1.781  0.046  -1.908
C  -1.621  1.410  0.109
N  1.131  -0.988  1.417
N  -1.125  0.421  2.252
O  1.289  1.115  0.547
O  -1.860  -0.943  0.560
O  -0.527  -0.839  -1.733
H  1.064  1.405  1.452
H  -1.769  -1.115  -0.400
H  -0.324  -0.881  -2.686
H  1.072  -1.734  -0.925
H  0.579  -1.846  1.410
H  2.091  -1.205  1.161
H  -2.101  0.279  2.508
H  -0.639  -0.367  2.688
H  1.841  -0.437  -2.889
H  1.493  1.083  -2.103
H  2.767  0.014  -1.435
H  -2.672  1.560  0.390
H  -1.615  1.307  -0.980
H  -1.079  2.326  0.365

## Properties
structure (SMILES): C[C@H](O)[C@@](N)(O)[C@](C)(N)O
lowest unoccupied orbital energy: 0.598 eV
largest force on an atom: 2.55 eV Å⁻¹
gap between HOMO and LUMO: 10.06 eV
charge: 0

Atomic partial charges in e from the Mulliken method, atoms 1 to 6: number 1, C, carries 0.7584; number 2, C, carries 0.5675; number 3, C, carries 0.2027; number 4, C, carries -1.3927; number 5, C, carries -1.4462; number 6, N, carries -0.7917

***

[2]
A structure of composition C5H14N2O3 in a non-equilibrium geometry, computed with ωB97M-V with the def2-TZVPD basis set.

CARTESIAN COORDINATES (ANGSTROEM)
C  -0.624  0.987  0.429
C  0.682  -1.050  -0.521
C  0.135  0.806  -0.785
C  0.069  1.100  1.754
C  -0.297  -2.035  0.076
N  -1.909  0.520  0.452
N  1.954  -1.111  0.131
O  -0.464  2.783  -0.223
O  0.872  -1.361  -1.905
O  -0.609  0.776  -1.944
H  -1.013  2.917  -1.006
H  1.648  -1.933  -1.970
H  -0.219  0.072  -2.494
H  1.140  1.219  -0.818
H  -2.382  0.520  -0.442
H  -2.475  0.770  1.247
H  2.518  -0.280  -0.006
H  1.892  -1.330  1.115
H  -0.302  0.361  2.463
H  1.149  1.013  1.661
H  -0.124  2.107  2.122
H  -1.230  -2.016  -0.484
H  -0.523  -1.787  1.113
H  0.113  -3.050  0.035

## Properties
lowest unoccupied orbital energy: 0.704 eV
largest force on an atom: 6.03 eV Å⁻¹
gap between HOMO and LUMO: 8.36 eV
charge: 0

Atomic partial charges in e from the Mulliken method, atoms 1 to 6: number 1, C, carries 0.9427; number 2, C, carries 0.8856; number 3, C, carries -0.3995; number 4, C, carries -1.6128; number 5, C, carries -1.7088; number 6, N, carries -0.3120